A cluster of 13 separate species, C23H62BO20 in total in a non-equilibrium geometry. Source: the OMol25 dataset; level of theory: wB97M-V/def2-TZVPD.

CARTESIAN COORDINATES (ANGSTROEM)
O1 28.42127 -23.79203 7.76506
C1 27.43940 -24.16051 7.18307
O2 26.65571 -23.40822 6.39350
B1 25.49960 -24.25572 5.96159
O3 25.77138 -25.63438 6.40493
C2 26.85792 -25.64532 7.10879
O4 27.33200 -26.60161 7.72287
O5 25.24858 -24.14973 4.49834
C3 23.99315 -23.71146 4.24067
O6 23.54207 -23.48777 3.09638
C4 23.31931 -23.41302 5.57646
O7 24.17118 -23.77444 6.51505
O8 22.18439 -22.95956 5.74443
C5 25.29757 -20.27139 8.26553
O9 25.43576 -20.67491 9.55706
H1 25.45003 -21.09219 7.56472
H2 24.26150 -19.98353 8.08717
H3 26.05506 -19.51421 8.06304
H4 26.30832 -21.06956 9.62408
C6 31.14830 -25.77141 7.58272
C7 32.20818 -24.69780 7.30479
O10 32.92749 -24.40124 8.45456
H5 30.68119 -26.01072 6.62741
H6 30.39043 -25.26313 8.17885
H7 31.58381 -26.64187 8.07337
H8 31.62811 -23.84126 6.96134
H9 32.90720 -24.93298 6.50219
H10 32.40707 -24.23260 9.24344
C8 22.98615 -27.02002 7.96520
C9 23.77291 -28.08915 7.23969
O11 23.43806 -29.42705 7.65484
H11 23.17845 -27.19562 9.02363
H12 21.93302 -27.22228 7.77005
H13 23.15473 -26.02472 7.55403
H14 24.83913 -27.92731 7.39804
H15 23.53595 -27.92972 6.18777
H16 22.50280 -29.48594 7.44644
C10 28.51786 -26.31334 3.69167
C11 28.75441 -24.86671 3.31846
O12 29.37676 -24.85280 2.07443
H17 28.17497 -26.95262 2.87814
H18 27.91021 -26.40648 4.59177
H19 29.47164 -26.80547 3.88203
H20 29.25459 -24.41972 4.17760
H21 27.76480 -24.41239 3.26962
H22 29.76492 -23.98679 1.92960
C12 20.49148 -26.28417 5.26080
C13 20.10045 -26.01139 3.85124
O13 19.28043 -27.09670 3.33611
H23 19.53747 -26.48259 5.74925
H24 21.11000 -25.54873 5.77527
H25 21.02599 -27.23094 5.33838
H26 20.90108 -25.71915 3.17177
H27 19.49279 -25.11377 3.96579
H28 18.58857 -26.74682 2.76998
C14 28.50333 -29.45296 6.60108
C15 28.74338 -30.96988 6.57386
O14 28.01797 -31.59044 7.64550
H29 27.43202 -29.31287 6.45698
H30 29.07116 -28.97411 5.80334
H31 28.86356 -29.08870 7.56318
H32 29.78322 -31.25628 6.73141
H33 28.43466 -31.34362 5.59759
H34 27.09947 -31.57086 7.36697
C16 26.33945 -24.14931 -0.52825
C17 25.18330 -23.16205 -0.07972
O15 25.39446 -22.84811 1.22909
H35 26.40086 -24.19964 -1.61535
H36 26.33649 -25.10071 0.00365
H37 27.30043 -23.71517 -0.25230
H38 24.22342 -23.67442 -0.14467
H39 25.06127 -22.19997 -0.57732
H40 24.66235 -23.19309 1.74543
C18 21.27582 -22.13268 1.20906
C19 20.70458 -21.66676 2.60119
O16 19.63652 -20.75353 2.43522
H41 21.71772 -21.29284 0.67288
H42 20.41585 -22.52088 0.66329
H43 22.01331 -22.93257 1.27531
H44 21.48742 -21.24223 3.22969
H45 20.34455 -22.55268 3.12429
H46 19.11769 -20.72428 3.24241
C20 25.05207 -27.49547 3.74374
C21 25.35271 -27.21409 2.25658
O17 26.38763 -28.08047 1.86717
H47 25.85172 -27.24611 4.44121
H48 24.92110 -28.57368 3.83555
H49 24.16695 -26.94946 4.07014
H50 25.70135 -26.19179 2.11006
H51 24.60065 -27.27537 1.46998
H52 26.95971 -27.62879 1.24242
C22 25.93697 -20.63516 4.15709
C23 27.38386 -20.99251 4.17334
O18 28.08523 -20.07204 3.37214
H53 25.42799 -20.84623 3.21662
H54 25.80636 -19.57345 4.36646
H55 25.35827 -21.10500 4.95237
H56 27.52145 -22.02235 3.84380
H57 27.74379 -21.03386 5.20136
H58 28.08699 -20.51324 2.51953
O19 28.41069 -28.12634 9.98702
H59 28.88314 -27.43893 10.45659
H60 28.14187 -27.71473 9.16572
O20 28.04826 -21.59910 9.87891
H61 28.17400 -22.06651 9.05312
H62 28.64794 -20.85483 9.82714

- Charge: -2
- HOMO energy (spin up / spin down): 0.841 / -3.075 eV
- 2S+1: 2
- Kohn-Sham gap (spin up / spin down): 3.1 / 7.0 eV
- LUMO (spin up / spin down): 3.90 / 3.90 eV